*1*
{"formula": "C4H14NO3", "method": "wB97M-V/def2-TZVPD", "symbols": ["C", "O", "C", "C", "C", "N", "H", "H", "H", "H", "H", "H", "H", "H", "H", "H", "H", "H", "O", "H", "H", "O"], "positions_angstrom": [[1.252, -0.500, -0.039], [1.905, 0.637, 0.397], [-0.026, -0.164, -0.848], [-0.674, -1.319, -1.579], [-0.881, -2.540, -0.697], [0.172, 0.954, -1.786], [0.956, -1.137, 0.821], [1.916, -1.150, -0.645], [-0.727, 0.232, -0.103], [-0.090, -1.603, -2.468], [-1.606, -1.024, -2.071], [0.008, -3.139, -0.487], [-1.260, -2.254, 0.289], [-1.584, -3.290, -1.078], [1.167, 1.066, -1.889], [-0.125, 1.812, -1.350], [0.897, 3.062, 1.178], [0.991, 1.449, 0.896], [0.347, 2.277, 1.290], [-0.270, 2.466, 2.962], [-1.557, 1.831, 3.431], [-0.811, 2.332, 3.776]], "mulliken_charge": [-0.75, -0.83, 0.18, -0.49, -1.17, -0.78, 0.24, 0.36, 0.27, 0.26, 0.30, 0.27, 0.31, 0.36, 0.29, 0.34, 0.22, 0.47, -0.88, 0.43, 0.28, -0.68], "molar_mass_da": 124.16, "spin_multiplicity": 1, "e_lumo_ev": 3.81, "charge": -1, "orbital_gap_ev": 7.89}

***

*2*
{"formula": "C4H14NO3", "method": "wB97M-V/def2-TZVPD", "symbols": ["C", "C", "C", "N", "C", "O", "H", "H", "H", "H", "H", "H", "H", "H", "H", "H", "H", "H", "O", "H", "H", "O"], "positions_angstrom": [[-0.786, 1.662, -1.129], [-0.461, 0.989, 0.214], [0.853, 1.555, 0.828], [-0.504, -0.492, 0.267], [-0.046, -1.202, -0.996], [1.177, -1.030, -1.399], [0.064, 1.385, -1.744], [-0.875, 2.779, -1.108], [-1.739, 1.394, -1.548], [-1.241, 1.339, 0.993], [1.679, 1.409, 0.122], [0.846, 0.782, 1.712], [0.915, 2.623, 1.097], [0.137, -0.756, 1.033], [-0.784, -0.718, -1.641], [-0.245, -2.286, -0.522], [-3.101, -2.214, 0.279], [-2.051, -1.524, 1.070], [-2.909, -1.989, 1.199], [3.240, -1.173, 1.218], [2.466, -1.186, -0.194], [3.365, -1.347, 0.249]], "mulliken_charge": [-1.60, 0.51, -1.09, -0.30, -0.75, -0.85, 0.42, 0.36, 0.36, 0.12, 0.26, 0.25, 0.38, 0.26, 0.39, 0.30, 0.30, 0.46, -0.74, 0.27, 0.41, -0.73], "molar_mass_da": 124.16, "spin_multiplicity": 1, "e_lumo_ev": 3.82, "charge": -1, "orbital_gap_ev": 7.51}

***

The structure with the least stability is *2*.

***

*1*
{"formula": "C3H9N5O", "method": "wB97M-V/def2-TZVPD", "symbols": ["C", "C", "C", "N", "N", "N", "N", "N", "O", "H", "H", "H", "H", "H", "H", "H", "H", "H"], "positions_angstrom": [[0.551, -1.011, 0.352], [-0.977, -0.439, 1.160], [-0.170, -0.045, -0.584], [0.304, 1.796, -1.890], [-0.747, 0.425, 2.163], [1.747, -0.591, 0.933], [-0.927, -0.661, -1.609], [0.325, 1.177, -0.649], [-1.986, -1.102, 1.020], [0.351, -2.080, 0.334], [0.224, 1.168, -2.691], [1.104, 2.411, -1.970], [0.123, 0.937, 2.125], [-1.423, 0.505, 2.905], [2.497, -1.268, 0.974], [2.016, 0.347, 0.655], [-1.353, -1.520, -1.278], [-1.658, -0.046, -1.950]], "mulliken_charge": [-0.56, 0.60, 0.61, -0.63, -0.33, -0.49, -0.68, -0.30, -0.66, 0.45, 0.23, 0.25, 0.22, 0.25, 0.21, 0.26, 0.31, 0.25], "molar_mass_da": 131.14, "spin_multiplicity": 1, "e_lumo_ev": [0.87, 0.87], "orbital_gap_ev": [7.85, 7.85]}

***

*2*
{"formula": "C3H9N5O", "method": "wB97M-V/def2-TZVPD", "symbols": ["C", "C", "C", "H", "H", "H", "H", "H", "H", "H", "H", "H", "N", "N", "N", "N", "N", "O"], "positions_angstrom": [[0.175, 0.775, -0.210], [-1.242, 0.382, -0.510], [1.254, -0.309, -0.486], [-0.575, 1.208, 1.566], [0.993, 1.620, 1.481], [0.254, 1.621, -0.881], [-2.914, -0.420, 0.253], [-1.409, -1.142, 0.740], [-1.165, 0.993, -2.262], [2.407, 0.772, -1.556], [1.890, -2.072, 0.042], [0.265, -0.968, 1.623], [0.291, 0.888, 1.163], [-1.904, -0.279, 0.531], [-1.817, 0.624, -1.602], [2.354, -0.248, -1.191], [0.974, -1.600, 0.052], [0.169, -1.846, 1.248]], "mulliken_charge": [-0.36, 0.49, 0.57, 0.23, 0.23, 0.42, 0.31, 0.32, 0.23, 0.26, 0.34, 0.44, -0.61, -0.52, -0.81, -0.85, -0.21, -0.50], "molar_mass_da": 131.14, "spin_multiplicity": 1, "e_lumo_ev": 0.60, "smiles": "[H]/N=C(/N)[C@@H](N)/C(=N\\[H])NO", "orbital_gap_ev": 9.88}

***

The structure with the least stability is *2*.

***

*1*
{"formula": "C5H31NO11", "method": "wB97M-V/def2-TZVPD", "symbols": ["N", "C", "C", "C", "C", "C", "H", "H", "H", "H", "H", "H", "H", "H", "H", "H", "H", "O", "H", "H", "O", "H", "H", "O", "H", "H", "O", "H", "H", "O", "H", "H", "O", "H", "H", "O", "H", "H", "O", "H", "H", "O", "H", "H", "O", "H", "H", "O"], "positions_angstrom": [[-0.106, 1.886, -3.086], [-0.262, 0.904, -2.110], [-0.843, -0.255, -2.500], [-1.210, -1.346, -1.621], [-2.115, -2.318, -1.793], [-2.841, -3.024, -0.657], [-0.284, 1.565, -4.021], [0.807, 2.352, -3.001], [0.320, 1.016, -1.215], [-1.139, -0.457, -3.526], [-0.763, -1.281, -0.616], [-2.410, -2.552, -2.826], [-2.479, -4.062, -0.655], [-2.597, -2.557, 0.301], [-3.913, -2.868, -0.814], [0.919, 3.356, 0.164], [0.540, 4.656, -0.598], [0.467, 3.698, -0.634], [-2.434, -1.104, 3.335], [-1.250, -0.945, 2.128], [-2.034, -1.357, 2.501], [0.309, 0.535, 4.508], [0.398, -0.633, 3.418], [0.871, -0.099, 4.063], [1.207, -1.923, -1.916], [2.388, -2.740, -2.261], [2.165, -1.956, -1.739], [-0.027, 0.618, 0.944], [1.434, -0.079, 1.079], [0.478, -0.184, 1.169], [0.499, 2.389, 2.149], [1.938, 2.207, 2.290], [1.317, 2.734, 1.760], [-0.833, 2.493, -0.169], [-1.879, 1.262, -0.170], [-1.181, 1.721, 0.314], [2.546, 3.266, -2.510], [3.251, 2.075, -1.900], [2.616, 2.307, -2.587], [-2.916, -0.344, 1.360], [-4.026, -0.564, 0.466], [-3.565, 0.197, 0.846], [2.405, -0.221, 2.927], [3.397, -0.835, 2.070], [3.039, 0.061, 2.240], [1.849, -2.515, 1.106], [3.164, -2.424, 0.462], [2.782, -2.656, 1.324]], "mulliken_charge": [-0.43, 0.26, -0.69, 0.00, -0.59, -0.93, 0.24, 0.21, 0.45, 0.15, 0.36, 0.33, 0.35, 0.10, 0.26, 0.44, 0.26, -0.63, 0.28, 0.31, -0.71, 0.31, 0.33, -0.70, 0.33, 0.28, -0.62, 0.33, 0.22, -0.37, 0.31, 0.32, -0.74, 0.37, 0.31, -0.68, 0.30, 0.30, -0.65, 0.36, 0.32, -0.66, 0.39, 0.32, -0.66, 0.33, 0.35, -0.70], "molar_mass_da": 281.30, "spin_multiplicity": 1, "e_lumo_ev": 0.14, "smiles": "C/C=C/C=C/N.O.O.O.O.O.O.O.O.O.O.O", "orbital_gap_ev": 7.18}

***

*2*
{"formula": "C5H31NO11", "method": "wB97M-V/def2-TZVPD", "symbols": ["O", "C", "C", "C", "C", "C", "N", "H", "H", "H", "H", "H", "H", "H", "H", "H", "H", "H", "H", "H", "O", "H", "H", "O", "H", "H", "O", "H", "H", "O", "H", "H", "O", "H", "H", "O", "H", "H", "O", "H", "H", "O", "H", "H", "O", "H", "H", "O"], "positions_angstrom": [[-1.196, -0.351, 3.978], [-0.943, 0.372, 3.012], [-1.877, 0.390, 1.825], [-1.242, 0.259, 0.415], [0.046, -0.536, 0.275], [0.794, -2.828, -0.221], [-0.254, -1.958, 0.306], [0.000, 0.956, 3.099], [-2.669, -0.281, 1.948], [-2.283, 1.403, 1.919], [-1.099, 1.274, 0.030], [-1.974, -0.150, -0.280], [0.387, -0.388, -0.730], [0.774, -0.166, 1.004], [1.697, -2.362, -0.484], [1.029, -3.708, 0.388], [0.438, -3.362, -1.113], [-0.574, -2.310, 1.190], [-3.298, -1.929, -1.018], [-2.859, -2.941, 0.057], [-3.324, -2.906, -0.816], [-1.631, 1.786, -2.844], [-1.272, 1.223, -4.119], [-0.962, 1.754, -3.455], [1.199, 3.367, -0.173], [2.441, 3.528, 0.774], [1.492, 3.589, 0.677], [0.712, 4.550, 2.155], [-0.589, 5.120, 1.615], [-0.204, 4.812, 2.471], [3.884, 1.810, 0.660], [3.992, 2.380, -0.733], [3.984, 2.631, 0.200], [-2.530, -2.974, 2.450], [-3.588, -1.913, 2.122], [-3.349, -2.815, 1.937], [2.046, 1.384, -1.913], [3.029, 1.730, -3.102], [2.843, 1.926, -2.147], [2.226, -2.394, 1.468], [3.668, -1.938, 1.941], [2.874, -1.753, 1.345], [-1.364, -2.328, -3.279], [-1.180, -2.098, -1.759], [-1.338, -1.654, -2.550], [0.486, 0.706, -2.974], [0.482, -0.813, -2.724], [1.076, -0.089, -2.825]], "mulliken_charge": [-0.56, -0.07, -0.30, -0.34, 0.10, -1.58, -0.10, 0.43, -0.16, 0.47, 0.37, 0.07, -0.26, 0.43, 0.60, 0.45, 0.26, 0.30, 0.34, 0.36, -0.68, 0.30, 0.29, -0.64, 0.23, 0.36, -0.58, 0.38, 0.28, -0.64, 0.31, 0.34, -0.70, 0.32, 0.35, -0.68, 0.43, 0.28, -0.69, 0.32, 0.28, -0.58, 0.26, 0.25, -0.57, 0.45, 0.26, -0.74], "molar_mass_da": 281.30, "spin_multiplicity": 1, "e_lumo_ev": 0.04, "smiles": "CNCCCC=O.O.O.O.O.O.O.O.O.O.O", "orbital_gap_ev": 9.54}

***

The structure with the least stability is *2*.

***

*1*
{"formula": "C5H10N", "method": "wB97M-V/def2-TZVPD", "symbols": ["C", "C", "C", "C", "C", "N", "H", "H", "H", "H", "H", "H", "H", "H", "H", "H"], "positions_angstrom": [[-2.161, 0.513, -0.721], [-2.317, 0.175, 0.761], [-1.969, -0.732, -0.436], [1.719, -1.066, 0.303], [2.011, 1.150, -0.142], [1.304, 0.151, -0.332], [-2.163, 1.348, -1.415], [-1.609, 0.596, 1.349], [-1.907, -1.740, -0.579], [0.942, -1.257, 1.016], [1.617, -1.684, -0.615], [2.758, -1.110, 0.743], [-3.325, 0.218, 1.268], [1.877, 2.095, -0.831], [2.868, 1.212, 0.451], [0.354, 0.132, -0.820]], "mulliken_charge": [-0.41, -0.16, -0.78, -0.79, -0.10, 0.04, 0.41, 0.24, 0.51, 0.33, 0.32, 0.38, 0.25, 0.25, 0.30, 0.20], "molar_mass_da": 84.14, "spin_multiplicity": 3, "e_lumo_ev": [-4.94, -6.21], "charge": 1, "orbital_gap_ev": [4.36, 8.03]}

***

*2*
{"formula": "C5H10N", "method": "wB97M-V/def2-TZVPD", "symbols": ["C", "C", "C", "C", "C", "N", "H", "H", "H", "H", "H", "H", "H", "H", "H", "H"], "positions_angstrom": [[-0.449, 0.606, -0.753], [-0.305, 1.469, 0.658], [0.620, -0.116, -0.120], [-1.746, -0.089, -1.057], [0.987, -1.496, 0.425], [1.189, 1.049, 0.657], [0.036, 1.213, -1.535], [-0.732, 1.152, 1.578], [-2.127, -0.785, -0.198], [-1.775, -0.715, -1.938], [-2.521, 0.738, -1.265], [0.302, -2.230, 0.038], [1.012, -1.584, 1.512], [2.079, -1.657, 0.109], [1.877, 1.687, 0.277], [1.554, 0.758, 1.614]], "mulliken_charge": [0.68, -0.39, -0.05, -1.34, -1.12, -0.17, 0.28, 0.35, 0.31, 0.39, 0.34, 0.33, 0.40, 0.33, 0.31, 0.36], "molar_mass_da": 84.14, "spin_multiplicity": 3, "e_lumo_ev": [-3.37, -6.24], "charge": 1, "orbital_gap_ev": [8.77, 10.27]}

***

The structure with the least stability is *1*.